172
Properties=species:S:1:pos:R:3:forces:R:3 method="wB97M-V/def2-TZVPD" charge=+1 orbital_gap_ev=6.9 homo_ev=-10.59
C 2.6532 4.1675 -0.6863 0.3205 -0.2733 -0.2031
C 1.3371 3.6639 -1.2481 0.5159 0.9686 -0.2689
O 0.9929 2.3475 -0.8264 -0.1957 -0.1446 0.1791
C 1.5038 1.4128 -1.7249 0.4235 0.9539 -0.2375
N 1.3438 0.0428 -1.1455 -0.0075 1.2455 0.1165
P 2.4857 -0.2430 0.2903 0.3698 -1.6872 1.3982
C 2.0708 0.9587 1.6172 0.2101 0.6922 -0.9183
C 4.1938 0.2267 -0.1925 -0.2287 0.0344 0.0905
C 5.0980 0.1588 1.0684 0.0402 -0.3792 -0.3928
C -0.0909 -0.0564 -0.6423 -1.5398 -0.3834 0.7240
N -1.0118 0.4498 -1.6222 0.5658 -0.2502 -0.5469
C -0.4550 -1.4901 -0.2079 -0.5700 0.2357 -0.4175
C -1.9637 -1.4918 0.2274 0.5565 -0.8549 0.6100
O -2.7178 -2.3655 -0.5773 -0.1546 0.4856 -0.0439
C -3.7501 -1.7721 -1.2688 -0.6408 0.3457 -0.4057
C -3.6494 -1.5933 -2.6367 0.7194 -0.1743 -0.2597
C -4.6690 -1.0401 -3.3823 -0.4905 0.3094 -0.6775
C -4.5716 -0.8756 -4.8780 -0.0655 -0.3397 0.0001
C -5.8413 -0.6472 -2.7517 0.5023 -0.3077 0.3298
C -5.9437 -0.8220 -1.3816 -0.4359 0.2014 -0.4451
C -4.9244 -1.3799 -0.6296 0.2978 0.2158 1.0612
C -5.0708 -1.6092 0.8712 -0.9617 -0.9058 -0.2401
C -6.3074 -0.9571 1.4777 0.0312 0.8184 -0.1768
C -5.2048 -3.1286 1.0914 0.6174 -0.0705 0.5223
O -0.3480 -2.3559 -1.3056 0.0736 0.3851 -0.4181
C 0.9372 -2.3617 -1.9390 0.6499 -0.5146 0.9472
B 1.8983 -3.3870 -1.1512 0.1375 -0.2120 0.4788
O 3.2187 -3.1032 -0.8084 -0.0645 0.3680 -0.3472
O 1.3727 -4.5893 -0.8425 0.1975 0.1806 -0.4032
C 2.2980 -5.6472 -0.5234 -0.6435 -1.0319 0.4482
C 1.5595 -6.9772 -0.4467 0.8219 0.4735 -0.4540
C 1.4850 -0.9692 -2.2627 -0.4168 -0.0012 -1.0106
C 2.8305 -0.9568 -2.9916 0.1585 -0.2907 -0.6091
C 2.6691 -0.9009 -4.5187 -0.1565 0.2466 -1.2205
N 3.9898 -1.0725 -5.1129 -0.1217 -0.2602 0.1962
N 2.2025 0.4290 -4.9378 -0.0419 0.2207 0.4549
N 1.8074 -1.9869 -5.0324 -0.1913 0.1384 0.3093
H 2.9123 5.1115 -1.1662 -0.0404 0.1196 0.1240
H 2.6535 4.3187 0.3906 -0.1454 -0.0032 0.0484
H 3.4697 3.4850 -0.9367 0.0393 -0.0367 0.0690
H 1.4136 3.7103 -2.3404 -0.1633 -0.2319 -0.0640
H 0.5600 4.3803 -0.9850 -0.3604 -0.4085 0.2357
H 1.0028 1.5036 -2.6871 -0.2124 -0.3923 0.0246
H 2.5580 1.6326 -1.9006 0.1252 -0.4084 0.0154
H 2.2971 1.9654 1.2714 -0.3167 0.1752 0.2189
H 2.7367 0.7551 2.4519 0.0097 -0.3185 -0.0149
H 1.0485 0.8693 1.9684 -0.0671 0.0313 -0.0369
H 4.5353 -0.5702 -0.8467 -0.1182 0.2335 -0.4198
H 4.2585 1.2032 -0.6680 0.1245 -0.0231 -0.1347
H 4.5688 -0.1873 1.9531 0.0503 0.2427 0.1868
H 5.8743 -0.5835 0.8945 0.0520 -0.0019 -0.0192
H 5.6084 1.1017 1.2325 -0.2233 0.1281 0.2854
H -0.2303 0.5578 0.2423 0.6435 0.2339 -0.0159
H -1.7488 0.9896 -1.2001 0.0055 0.1602 -0.0690
H -1.4165 -0.2919 -2.1809 -0.1346 -0.0250 0.0646
H 0.1065 -1.8203 0.6718 0.4426 -0.0577 -0.2430
H -2.0062 -1.8970 1.2418 0.0573 0.0735 0.0777
H -2.3731 -0.4842 0.2687 -0.0987 0.0324 -0.1698
H -2.7446 -1.8957 -3.1548 0.0643 -0.1822 0.1207
H -4.4755 0.1681 -5.1740 0.0943 0.0473 0.0102
H -5.4837 -1.2587 -5.3354 -0.0472 0.0695 -0.0676
H -3.7554 -1.4578 -5.3034 0.1519 0.1125 0.0321
H -6.6565 -0.2408 -3.3323 -0.0878 0.0660 0.0375
H -6.8775 -0.5343 -0.9242 0.0492 0.0361 0.2228
H -4.1891 -1.2350 1.3920 0.0355 -0.0310 0.0721
H -6.2269 0.1316 1.4048 -0.1176 0.0473 0.0760
H -6.4543 -1.2140 2.5248 0.2534 -0.0880 0.0613
H -7.2269 -1.2305 0.9620 0.0315 -0.2039 -0.0347
H -5.5366 -3.3335 2.1101 -0.1207 -0.0104 0.0019
H -5.9122 -3.5811 0.3998 -0.0735 0.0926 -0.0603
H -4.2413 -3.6263 0.9808 -0.0336 -0.1008 -0.2218
H 0.7576 -2.8304 -2.9074 0.0615 0.0041 -0.0596
H 3.2930 -2.8729 0.1228 0.1579 -0.1390 0.0745
H 3.0444 -5.7431 -1.3083 0.2154 0.3469 0.0850
H 2.7623 -5.4881 0.4489 0.1947 0.4006 -0.0995
H 2.3344 -7.7132 -0.2231 -0.2091 -0.2202 0.2104
H 1.1886 -7.2090 -1.4433 -0.4587 -0.1207 0.1516
H 0.7946 -6.9666 0.3222 -0.1677 -0.1304 -0.0936
H 0.7949 -0.5794 -3.0171 -0.2922 0.3012 0.3538
H 3.4422 -1.8355 -2.8025 -0.1024 -0.0367 0.3809
H 3.4368 -0.0817 -2.7827 -0.0194 0.0127 0.2349
H 4.1265 -2.0750 -5.2001 0.2766 -0.0180 0.1664
H 3.9878 -0.7362 -6.0698 0.0326 0.1763 0.0232
H 1.1977 0.5056 -4.8320 -0.0375 -0.0076 0.0346
H 2.3788 0.5809 -5.9236 0.0962 -0.0329 -0.0315
H 1.7776 -1.8729 -6.0415 0.1463 -0.1976 -0.0764
H 0.8382 -1.8387 -4.7597 -0.0153 -0.0804 0.1473
C 6.2052 8.8137 1.4118 0.3716 -0.0577 0.1312
O 4.9058 9.0734 0.8614 -3.3470 1.3635 -0.3475
P 4.5726 8.3909 -0.6052 6.9636 -3.5961 -1.1078
O 4.9586 6.9850 -0.2628 -0.7924 0.1016 0.2081
O 5.7503 9.2883 -1.3184 -0.4935 0.4141 0.0026
C 5.6870 10.7224 -1.2955 0.1169 -0.0886 -0.0171
O 3.8970 8.0422 -2.0847 -2.7898 1.8438 1.2172
C 4.7397 7.3799 -3.0289 0.2525 -0.1781 -0.2778
H 6.0833 8.1697 2.2799 -0.0732 -0.0478 -0.0574
H 6.8738 8.3427 0.6983 -0.0938 -0.0395 -0.0649
H 6.6288 9.7679 1.7242 -0.1302 0.0483 -0.0247
H 6.6276 11.1009 -0.8994 0.0083 0.0124 -0.0125
H 4.8743 11.0871 -0.6685 0.0334 0.0220 0.0390
H 5.5475 11.0880 -2.3118 0.0000 -0.0251 -0.0131
H 4.8958 6.3461 -2.7234 0.0367 0.0516 0.1328
H 5.6949 7.8866 -3.1403 -0.0040 0.0038 0.0810
H 4.2163 7.4038 -3.9838 -0.1290 0.0903 0.0917
C -5.5459 -4.4520 8.3410 -0.0617 -0.3517 0.2491
O -5.6316 -3.2587 7.5454 -0.6494 2.6817 -1.1938
P -4.7949 -3.2588 6.1693 2.9912 -4.3333 0.0126
O -5.1778 -4.4822 5.4451 -0.1449 0.3185 -0.0860
O -3.3243 -3.3794 6.8806 -0.2722 0.0559 0.0436
C -2.9702 -2.5092 7.9623 0.0793 -0.0755 -0.1220
O -4.3135 -2.2144 5.0274 -1.9448 1.8052 1.3987
C -3.2909 -2.6718 4.1491 0.3101 -0.2148 -0.4148
H -6.5125 -4.9485 8.3148 0.0023 0.0254 -0.0884
H -4.7760 -5.1320 7.9881 0.0011 0.0503 -0.1372
H -5.3194 -4.1509 9.3629 -0.0237 0.1254 -0.0576
H -2.6355 -3.1207 8.7992 0.0374 -0.0011 -0.0071
H -3.8110 -1.8998 8.2902 0.0032 0.0116 0.0128
H -2.1585 -1.8558 7.6431 0.0123 -0.0029 -0.0007
H -3.6925 -3.4170 3.4657 -0.0101 -0.0831 0.1007
H -2.4377 -3.0783 4.6891 -0.1137 -0.0481 0.1394
H -2.9519 -1.8076 3.5754 -0.1624 0.0963 0.0979
C -2.4339 5.0708 -2.2955 -0.1901 -0.4281 0.0100
O -1.8188 6.3296 -2.0097 1.5868 2.2214 1.1295
P -2.3108 7.5812 -2.9214 -3.0385 -1.7002 -3.9540
O -3.7795 7.5830 -2.8445 0.1927 0.0788 0.2553
O -1.7530 6.9525 -4.3318 0.0141 -0.1290 0.3357
C -0.4183 6.4509 -4.4239 -0.1293 0.1064 -0.1235
O -1.8683 9.0933 -3.2421 1.7470 -0.6420 2.4233
C -2.4584 9.6950 -4.4044 -0.2575 0.3205 -0.3195
H -3.0757 4.7991 -1.4596 -0.0358 0.1128 0.0009
H -3.0214 5.0819 -3.2092 -0.0168 0.1748 -0.0036
H -1.6413 4.3262 -2.3936 0.0722 0.1066 0.0247
H -0.4592 5.4328 -4.8127 0.0099 0.0085 -0.0391
H 0.0833 6.4351 -3.4560 0.0248 0.0024 -0.0028
H 0.1520 7.0768 -5.1097 0.0097 -0.0081 -0.0121
H -3.5061 9.9152 -4.2133 -0.0091 -0.1203 0.0501
H -2.3591 9.0554 -5.2778 -0.0029 -0.1165 0.0887
H -1.9173 10.6216 -4.5802 0.0735 -0.0402 0.1577
C 6.8258 -9.5969 -0.7364 0.2909 0.0994 0.2051
O 5.7685 -10.2092 -1.4823 -1.8789 -1.2177 -2.8100
P 4.6355 -11.0423 -0.6067 2.6136 1.3997 7.1079
O 4.2925 -9.9474 0.3528 -0.3085 0.0868 -0.6094
O 5.7668 -12.1137 -0.0848 -0.1310 -0.1599 -0.5638
C 6.5058 -12.9050 -1.0250 0.0193 0.0244 0.1433
O 3.4015 -12.0605 -0.2119 -0.4674 -0.1540 -3.5571
C 3.2965 -12.4360 1.1645 -0.0519 -0.1097 0.4656
H 6.6957 -8.5175 -0.7853 -0.1001 -0.0216 0.0156
H 6.8431 -9.9149 0.3013 -0.1086 -0.0184 -0.0019
H 7.7692 -9.8700 -1.2101 -0.0759 -0.0413 -0.0902
H 7.5681 -12.7738 -0.8251 0.0085 -0.0196 0.0025
H 6.3074 -12.6102 -2.0550 0.0495 0.0164 -0.0094
H 6.2387 -13.9527 -0.8950 -0.0151 0.0030 0.0181
H 2.9421 -11.5901 1.7499 0.0916 0.0815 -0.0796
H 4.2451 -12.7958 1.5560 0.0439 0.0673 -0.0677
H 2.5676 -13.2429 1.2103 -0.0144 0.0261 -0.1867
C -4.0251 1.2859 3.7263 -0.1133 -0.3956 -0.2588
O -3.4471 2.1415 4.7168 1.7976 1.4279 1.8869
P -4.4785 3.1429 5.4702 -4.7385 -0.1544 -2.3354
O -5.5770 2.2968 5.9627 0.3195 -0.0010 0.1417
O -4.8853 3.9764 4.1164 0.2128 -0.2829 0.0561
C -3.8748 4.4819 3.2423 -0.1784 0.0703 0.0740
O -4.4285 4.4306 6.4328 2.9082 -0.9256 0.0782
C -5.6507 5.1714 6.5657 -0.4168 0.2395 0.1912
H -3.9978 0.2617 4.0956 -0.0944 0.0532 0.1008
H -5.0484 1.5568 3.4820 -0.0312 0.0524 0.1257
H -3.4147 1.3593 2.8230 0.0656 0.1067 0.0815
H -4.0883 4.1337 2.2314 -0.0218 0.0371 -0.0184
H -2.8789 4.1414 3.5256 0.0158 0.0075 -0.0096
H -3.8982 5.5711 3.2613 -0.0039 0.0074 -0.0211
H -6.3623 4.6044 7.1614 0.0312 -0.1038 -0.0741
H -6.0773 5.4132 5.5954 0.0590 -0.1216 -0.0526
H -5.3973 6.0945 7.0814 0.1578 -0.0806 0.0176